[1]
# C50H51ClNO19PS

C50H51ClNO19PS as an isolated structure in a non-equilibrium geometry (wB97M-V/def2-TZVPD, the Open Molecules 2025 dataset).

```
! wB97M-V def2-TZVPD RIJCOSX def2/J DEFGRID3
* xyz 0 1
C -2.73 -0.11 1.35
O -2.51 -1.32 0.64
C -2.35 -1.07 -0.76
C -1.70 -2.28 -1.42
C -0.38 -2.70 -0.71
C 0.74 -3.02 -1.74
C 1.20 -1.69 -2.39
C 2.74 -1.44 -2.36
C 3.14 -0.04 -1.84
C 3.44 1.00 -2.94
C 2.30 1.21 -3.98
O 2.77 0.58 -5.21
S 2.60 1.73 -6.34
O 3.89 2.36 -6.36
O 2.33 1.26 -7.64
O 1.45 2.62 -5.66
C 1.69 2.63 -4.21
N 0.42 2.86 -3.52
C 0.47 2.52 -2.10
C -0.73 2.27 -4.21
C -1.25 0.86 -3.97
O -1.30 2.95 -4.97
P 2.84 4.16 -4.04
O 2.94 4.56 -2.43
Cl 1.61 5.65 -4.80
H -1.77 0.29 1.72
H -3.22 0.64 0.69
H -3.38 -0.27 2.21
H -1.75 -0.14 -0.85
H -3.35 -0.86 -1.18
H -1.56 -2.07 -2.49
H -2.42 -3.10 -1.34
H -0.03 -1.81 -0.16
H -0.59 -3.54 -0.06
H 0.23 -3.60 -2.53
H 1.55 -3.61 -1.30
H 0.73 -0.83 -1.88
H 0.86 -1.65 -3.43
H 3.16 -2.16 -1.64
H 3.22 -1.69 -3.32
H 4.09 -0.17 -1.29
H 2.43 0.38 -1.11
H 4.30 0.63 -3.50
H 3.77 1.94 -2.47
H 1.44 0.59 -3.68
H -0.24 3.16 -1.56
H 1.45 2.73 -1.64
H 0.27 1.45 -1.90
H -2.06 0.66 -4.67
H -0.50 0.07 -4.08
H -1.67 0.77 -2.95
H 3.43 3.89 -1.92
C -2.76 2.17 4.67
C -2.27 2.20 5.91
C -2.98 1.56 7.04
O -2.53 1.59 8.17
C -4.26 0.87 6.74
C -4.76 0.84 5.50
C -4.04 1.49 4.38
O -4.50 1.46 3.25
H -2.26 2.64 3.84
H -1.33 2.70 6.15
H -4.76 0.40 7.58
H -5.69 0.34 5.26
C 0.74 -4.64 5.18
C 1.09 -4.26 3.95
C 0.13 -3.56 3.06
O 0.44 -3.22 1.94
C -1.22 -3.28 3.59
C -1.57 -3.66 4.82
C -0.61 -4.36 5.71
O -0.93 -4.70 6.83
H 1.43 -5.15 5.84
H 2.08 -4.46 3.54
H -1.90 -2.77 2.93
H -2.55 -3.46 5.23
C 6.91 1.12 -5.81
C 7.86 1.94 -6.25
C 9.26 1.83 -5.77
O 10.12 2.58 -6.17
C 9.56 0.76 -4.79
C 8.61 -0.06 -4.35
C 7.21 0.06 -4.83
O 6.34 -0.70 -4.43
H 5.88 1.19 -6.15
H 7.66 2.73 -6.97
H 10.58 0.69 -4.45
H 8.81 -0.84 -3.63
C -8.30 1.40 1.15
C -7.00 1.62 0.94
C -6.29 0.99 -0.19
O -5.10 1.20 -0.37
C -7.07 0.12 -1.09
C -8.36 -0.11 -0.89
C -9.08 0.52 0.25
O -10.26 0.32 0.43
H -8.84 1.85 1.97
H -6.41 2.26 1.59
H -6.53 -0.33 -1.92
H -8.95 -0.75 -1.54
C -8.41 2.06 5.26
C -9.43 2.85 5.59
C -10.77 2.30 5.90
O -11.69 3.03 6.20
C -10.93 0.83 5.84
C -9.91 0.03 5.52
C -8.58 0.58 5.20
O -7.65 -0.14 4.91
H -7.42 2.44 5.03
H -9.32 3.93 5.64
H -11.91 0.44 6.07
H -10.01 -1.04 5.47
C 9.46 -1.32 1.20
C 9.51 -0.95 -0.08
C 10.25 -1.74 -1.08
O 10.30 -1.40 -2.25
C 10.95 -2.96 -0.61
C 10.90 -3.34 0.66
C 10.15 -2.54 1.67
O 10.10 -2.88 2.83
H 8.92 -0.75 1.94
H 9.01 -0.06 -0.45
H 11.49 -3.53 -1.36
H 11.40 -4.22 1.03
*
```

The total energy is -4619.6475 Eh. Its frontier orbital gap is 6.86 eV. Its LUMO energy is -0.074 Ha. The molar mass is 1068.440 g mol⁻¹.



[2]
# C50H51F3NO11SSrTe

C50H51F3NO11SSrTe as an isolated structure in a non-equilibrium geometry (wB97M-V/def2-TZVPD, the Open Molecules 2025 dataset).

```
! wB97M-V def2-TZVPD RIJCOSX def2/J DEFGRID3
* xyz -2 2
Sr -0.49 -0.11 -1.42
O 1.58 -3.12 -0.80
C 0.85 -1.90 -0.95
O 0.13 -1.59 0.00
C 1.67 -0.83 -1.59
O 1.74 0.29 -0.75
C 2.16 -0.02 0.58
C 0.92 0.32 1.51
O 1.09 0.35 2.72
O -0.14 0.65 0.84
H 0.91 -3.65 -0.32
H 2.65 -1.19 -1.92
H 1.05 -0.51 -2.44
H 2.36 -1.08 0.67
H 3.02 0.60 0.82
F -7.49 4.39 3.88
C -7.81 3.92 2.65
F -8.47 4.93 2.05
F -8.78 2.99 2.91
C -6.67 3.39 1.88
C -6.41 3.82 0.58
C -5.35 3.31 -0.13
C -4.50 2.33 0.44
C -4.78 1.90 1.76
C -5.84 2.42 2.46
C -3.37 1.79 -0.21
C -2.29 1.35 -0.59
H -7.06 4.57 0.13
H -5.14 3.64 -1.14
H -4.09 1.17 2.15
H -6.06 2.08 3.46
C -0.91 3.35 1.33
C 0.38 4.08 1.07
S 1.62 3.10 0.09
O 2.53 4.22 -0.34
C 0.56 2.76 -1.40
C 1.45 2.47 -2.60
H -1.53 3.95 2.00
H -0.74 2.36 1.76
H -1.42 3.12 0.41
H 0.90 4.32 2.00
H 0.23 5.00 0.50
H -0.10 3.61 -1.60
H -0.15 1.66 -1.18
H 2.20 3.25 -2.71
H 0.83 2.39 -3.48
H 1.91 1.50 -2.44
C -5.94 -4.77 -3.79
C -4.62 -4.05 -3.62
C -4.60 -2.67 -3.38
C -3.40 -2.00 -3.22
C -3.08 -0.56 -2.96
C -2.25 -2.78 -3.34
Te -0.30 -2.22 -2.93
N -0.33 -0.23 -3.35
C 0.62 0.05 -4.24
O 1.74 -0.52 -4.31
C 0.23 1.07 -5.24
C 0.91 1.10 -6.45
C 0.41 1.86 -7.49
C -0.77 2.57 -7.32
C -1.45 2.54 -6.11
C -0.96 1.79 -5.06
C 0.28 -2.53 -4.91
C 1.54 -3.18 -5.05
C 2.24 -3.50 -3.79
C 2.05 -3.39 -6.32
C 1.35 -2.96 -7.43
C 1.93 -3.15 -8.81
C 0.13 -2.32 -7.29
C -0.43 -2.08 -6.04
C -1.70 -1.32 -5.86
C -2.23 -4.16 -3.52
C -0.84 -4.70 -3.48
C -3.44 -4.80 -3.69
H -6.77 -4.09 -3.61
H -6.01 -5.60 -3.09
H -6.04 -5.18 -4.80
H -5.53 -2.12 -3.31
H -3.53 -0.12 -2.08
H -3.24 0.06 -3.84
H -1.99 -0.60 -2.78
H 1.80 0.48 -6.54
H 0.92 1.88 -8.45
H -1.17 3.15 -8.16
H -2.37 3.09 -5.99
H -1.44 1.72 -4.08
H 1.61 -4.11 -3.13
H 2.51 -2.56 -3.32
H 3.17 -4.07 -3.90
H 3.02 -3.86 -6.42
H 2.89 -3.67 -8.75
H 2.10 -2.18 -9.28
H 1.26 -3.73 -9.45
H -0.40 -1.97 -8.17
H -1.91 -0.67 -6.71
H -1.63 -0.66 -4.99
H -2.55 -1.99 -5.69
H -0.39 -4.55 -2.50
H -0.28 -4.21 -4.27
H -0.73 -5.78 -3.68
H -3.48 -5.88 -3.84
O -1.14 -3.69 -0.76
C -1.98 -2.76 -0.74
O -1.77 -1.57 -1.12
C -3.37 -3.06 -0.32
C -3.81 -4.37 -0.39
C -5.13 -4.69 -0.10
C -5.95 -3.64 0.24
O -7.29 -3.69 0.58
C -7.64 -2.36 0.91
O -6.55 -1.51 0.68
C -5.49 -2.32 0.32
C -4.20 -1.98 0.04
H -3.11 -5.14 -0.67
H -5.51 -5.71 -0.15
H -7.93 -2.31 1.97
H -8.50 -2.04 0.30
H -3.75 -0.99 0.11
*
```

The total energy is -3814.3163 Eh. Its frontier orbital gap (spin up / spin down) is 3.96 / 6.59 eV. As for the energy relative to the best compared isomer or geometry (same formula, charge and spin): 413.2 kcal per mole. Its LUMO energy (spin up / spin down) is 0.133 / 0.132 Ha. Its expectation value of S² is 0.7593. The molar mass is 1146.235 g mol⁻¹.